No. 1
Molecular formula: C13H21O7Tl
Method: DFT, wB97M-V/def2-TZVPD

Properties
Charge ... +2
M ... 493.7 g mol⁻¹
DFT total energy ... -1206.23206 Ha
Kohn-Sham gap ... 1.598 eV

Each line ends with the natural charge from an NBO analysis.
Cartesian coordinates (Å):
C 0.841 -5.726 3.447  -0.1028
H 5.666 5.980 -3.387  0.2332
O -0.822 0.351 -1.450  -0.5379
O 3.106 6.792 -2.337  -0.4501
H -0.289 -7.440 4.317  0.2460
H 3.701 7.448 -4.186  0.2238
H -1.155 -6.382 3.300  0.2168
C -2.859 -0.932 -3.969  -0.0746
H -0.333 -2.120 -2.807  0.2618
C 3.465 5.802 -1.512  0.8016
C -1.508 -0.400 -2.164  0.7981
C -1.326 -1.841 -2.456  -0.5333
O -3.569 3.003 3.268  -0.0003
C -2.275 -2.195 -3.517  -0.4364
H 2.627 6.027 -4.154  0.1893
H -3.940 -1.046 -4.045  0.2098
O 3.098 5.589 -0.373  -0.5020
H -3.068 -2.845 -3.148  0.2192
C 4.660 5.565 -3.445  -0.4311
O -0.456 -3.052 4.970  -0.5410
H -0.063 -5.683 6.186  0.2705
C -0.275 -4.182 4.569  0.7849
H 5.355 4.534 -1.895  0.2660
C 3.478 6.511 -3.675  -0.0690
H -2.413 -0.741 -4.945  0.1979
H -5.606 3.485 3.390  0.2308
C -4.927 2.653 3.203  -0.3506
O 0.603 -4.317 3.568  -0.4597
H -5.207 1.838 3.871  0.3245
H 4.556 4.824 -4.237  0.2328
H -1.564 -2.365 -1.530  0.2495
H -1.782 -2.740 -4.322  0.2325
C -0.363 -6.386 4.050  -0.4277
O -2.449 0.080 -3.026  -0.4648
C 4.345 4.810 -2.198  -0.5286
H -5.149 2.236 2.221  0.3604
H 3.769 3.898 -2.358  0.2409
C -0.580 -5.464 5.252  -0.5344
H -1.620 -5.321 5.547  0.2510
H 0.768 -6.132 2.438  0.2030
Tl 1.786 2.023 3.712  0.9983
H 1.775 -6.142 3.825  0.2017

---

No. 2
Molecular formula: C37H49As2Cl3F10IrN3O2Si2Te
Method: DFT, wB97M-V/def2-TZVPD

Properties
Spin multiplicity ... 6
Charge ... +1
M ... 1390.0 g mol⁻¹
DFT total energy ... -9555.56270 Ha
Kohn-Sham gap (spin up / spin down) ... 4.382 / 4.631 eV

Each line ends with the Mulliken spin population.
Cartesian coordinates (Å):
H 3.991 3.832 2.830  0.0002
C 1.504 3.026 -1.384  0.0810
Cl -0.130 0.818 -5.678  0.0034
C -5.622 -1.301 0.156  0.0126
H 3.155 2.361 3.512  -0.0009
Ir -2.264 0.067 -0.347  2.0447
F 1.414 -0.348 4.956  0.0004
C 4.966 1.096 -3.201  0.0307
H 0.820 -1.936 1.173  -0.0197
H 4.101 -1.958 -4.432  -0.0004
H 4.399 2.701 0.662  -0.0069
C -2.263 -3.618 -0.559  0.0078
Si 5.397 1.762 2.815  0.0321
H 6.688 -0.499 -0.483  -0.0040
C 0.185 -2.807 0.888  0.0713
C -0.353 3.341 0.081  0.1347
O -2.075 0.018 -2.383  0.0338
H -4.946 -6.360 -0.074  -0.0001
C -1.557 -0.307 2.632  -0.0145
H 3.584 -2.627 -2.769  -0.0005
H 5.619 -1.957 -0.497  0.0151
C -0.680 3.112 -2.240  0.0827
H -0.904 -5.117 0.155  0.0039
H 7.275 -2.262 -3.029  -0.0005
H 5.398 -0.699 2.728  -0.0095
H -6.536 2.852 2.088  -0.0001
H -4.020 -0.911 -3.367  -0.0070
H -5.628 -3.926 -0.346  0.0006
H -6.545 -1.457 -0.387  0.0069
C 6.934 -1.283 -3.448  0.0125
H 5.460 1.904 -2.660  -0.0009
C 5.671 -0.896 -0.805  0.0256
F -0.749 3.844 1.258  0.0183
H -5.362 3.676 -0.346  0.0052
F 2.821 2.859 -1.612  -0.0032
C -1.255 2.916 -0.926  -0.0279
C -4.247 1.960 2.136  0.0357
N -2.133 0.475 1.646  0.3244
H -5.437 -0.251 0.414  -0.0132
C -4.592 -4.291 -0.412  -0.0316
H 3.894 1.278 -3.264  -0.0003
F -2.428 -3.232 4.584  0.0000
O 0.193 0.402 -2.753  0.0133
C 0.663 3.390 -2.468  -0.0589
H -3.910 4.032 0.557  -0.0035
C 5.065 1.869 0.898  0.0240
C -2.131 -1.488 3.064  0.0042
H -2.422 2.585 1.611  0.0177
C 4.066 2.920 3.419  0.0056
H -6.875 1.166 1.502  0.0009
H 7.638 -0.494 -3.250  -0.0003
H -4.674 -2.532 -3.145  0.0036
C -2.738 1.692 2.140  0.0109
C -2.845 -5.952 -0.093  0.0013
H 1.204 -2.020 -1.416  0.0095
C 7.167 2.463 3.257  0.0040
Cl -1.371 -1.727 -4.876  -0.0002
F -0.093 -2.460 5.840  0.0007
C -6.390 2.155 1.232  0.0050
Te 4.061 0.042 0.231  0.7964
N -2.363 2.184 -0.774  0.7859
F 1.150 3.418 -3.738  -0.0007
H 7.087 3.355 3.938  0.0011
H 5.382 1.083 -4.196  -0.0007
H -5.842 -1.066 -2.875  0.0062
F -3.314 -1.902 2.373  -0.0131
C -3.655 2.672 -1.175  -0.0487
C 1.002 3.105 -0.100  0.0062
H 3.970 -0.105 3.658  -0.0171
C 3.885 -1.713 -3.355  0.0053
C -3.615 -3.329 -0.707  0.0357
H 7.733 1.661 3.830  -0.0004
H 4.392 3.280 4.439  0.0005
H -0.406 -3.165 1.788  0.0043
C -0.987 0.288 -3.057  0.0595
H 5.595 -0.165 4.439  0.0027
H 0.197 -3.487 -1.927  0.0006
C -0.483 -1.759 4.724  0.0134
H 7.668 2.815 2.365  0.0001
H -4.191 1.869 -1.741  0.0124
C -1.920 -4.921 -0.175  0.0067
C 5.046 0.065 3.458  0.0652
F 0.374 1.162 2.739  -0.0034
H 0.631 -3.620 0.304  0.0126
C -1.654 -2.193 4.110  -0.0089
H -5.406 -1.954 1.066  -0.0010
C 0.229 -0.647 4.317  -0.0016
N -4.930 2.049 0.893  -0.0073
H 2.898 -1.187 -3.306  0.0024
H 6.029 1.966 0.370  -0.0051
H -3.427 3.519 -1.836  -0.0102
H -2.464 -6.957 -0.040  -0.0001
Si 5.321 -0.751 -2.674  0.0052
C -4.175 -5.596 -0.169  0.0003
H -6.914 2.620 0.389  0.0001
C -4.429 3.174 0.008  0.0575
As -1.096 -2.028 -0.344  0.0855
Cl -2.908 0.883 -4.952  -0.0001
H -4.327 2.987 2.629  0.0034
C 0.182 -2.364 -1.792  0.0381
H -2.428 1.820 3.215  -0.0064
H -4.688 1.285 2.879  0.0071
C -1.347 0.149 -4.559  0.0057
C -0.283 0.078 3.216  0.0192
H 6.943 -1.394 -4.547  0.0010
H -0.122 -1.874 -2.683  -0.0171
As -4.079 -1.491 -0.980  0.1673
F 1.780 2.866 0.973  0.0009
F -1.413 2.887 -3.372  0.0009
C -4.787 -1.473 -2.854  0.0526